(P)
ORCA calculation (wB97M-V/def2-TZVPD) on an isolated ion of composition C5H14N2O and charge +1.

charge = +1
gap between HOMO and LUMO (spin up / spin down) = 10.127 / 4.846 eV
HOMO (spin up / spin down) = -13.01 / -12.70 eV
2S+1 = 2

Bonds (Å) are listed after each position.
Atoms and positions in Å:
1 C 2.847 0.876 -0.653  N2 1.493, H9 1.022, H10 1.176, H11 1.120
2 N 1.912 -0.032 0.077  C1 1.493, C3 1.442, H12 1.036
3 C 0.490 0.190 -0.010  N2 1.442, C4 1.672, C7 1.545, H13 1.134
4 C -0.107 -1.371 0.059  C3 1.672, C5 1.542, H14 1.063, H15 1.074
5 C -1.643 -1.416 0.189  C4 1.542, N6 1.502, H16 1.129, H17 1.179
6 N -2.476 -1.643 -1.040  C5 1.502, H18 1.054, H19 0.961
7 C -0.335 0.949 1.053  C3 1.545, O8 1.416, H20 1.091, H21 1.081
8 O -0.662 2.136 0.355  C7 1.416, H22 0.959
9 H 3.638 0.392 -1.082  C1 1.022
10 H 2.342 1.402 -1.576  C1 1.176
11 H 3.393 1.627 -0.028  C1 1.120
12 H 2.286 -0.141 1.036  N2 1.036
13 H 0.214 0.650 -1.009  C3 1.134
14 H 0.216 -1.844 -0.836  C4 1.063
15 H 0.213 -1.954 0.902  C4 1.074
16 H -1.909 -2.339 0.781  C5 1.129
17 H -2.054 -0.553 0.879  C5 1.179
18 H -3.159 -0.859 -1.210  N6 1.054
19 H -2.054 -1.622 -1.903  N6 0.961
20 H -1.275 0.482 1.350  C7 1.091
21 H 0.132 1.142 2.008  C7 1.081
22 H -0.243 2.891 0.773  O8 0.959

(Q)
ORCA calculation (wB97M-V/def2-TZVPD) on a 2-piece molecular cluster, C5H14N2O overall.

charge = +1
gap between HOMO and LUMO (spin up / spin down) = 5.457 / 8.639 eV
HOMO (spin up / spin down) = -8.71 / -11.90 eV
2S+1 = 2

Bonds (Å) are listed after each position.
Atoms and positions in Å:
1 C -1.297 0.974 -0.044  C2 1.502, N7 1.531, H8 1.089, H9 1.083
2 C 0.000 0.453 0.508  C1 1.502, C3 1.516, H10 1.097, H11 1.099
3 C -0.019 -1.059 0.611  C2 1.516, C4 1.338, H12 1.082
4 C 1.026 -1.716 1.126  C3 1.338, N5 1.392, H13 1.085
5 N 0.974 -3.071 1.442  C4 1.392, C6 1.359, H14 0.999
6 C 0.301 -3.995 0.706  N5 1.359, H15 1.078, H16 1.072
7 N -1.095 2.413 -0.524  C1 1.531, H17 1.040, H18 1.016, H19 1.019
8 H -1.575 0.436 -0.948  C1 1.089
9 H -2.181 0.953 0.581  C1 1.083
10 H 0.877 0.835 -0.028  C2 1.097
11 H 0.235 0.872 1.497  C2 1.099
12 H -0.930 -1.578 0.343  C3 1.082
13 H 2.008 -1.273 1.252  C4 1.085
14 H 1.397 -3.358 2.301  N5 0.999
15 H 0.109 -4.997 1.053  C6 1.078
16 H -0.035 -3.807 -0.295  C6 1.072
17 H -0.333 2.409 -1.232  N7 1.040
18 H -1.983 2.769 -0.869  N7 1.016
19 H -0.837 3.008 0.261  N7 1.019
20 H 0.660 3.259 -3.216  O22 0.964
21 H 1.788 3.416 -2.217  O22 0.953
22 O 0.910 3.056 -2.307  H20 0.964, H21 0.953

Which structure is most stable? (Q), by 2.381 eV over the runner-up.

(P)
ORCA calculation (wB97M-V/def2-TZVPD) on a 2-piece molecular cluster, C2H3N2O2S overall.

charge = -1
gap between HOMO and LUMO = 8.100 eV
HOMO = -4.17 eV
2S+1 = 1

Bonds (Å) are listed after each position.
Atoms and positions in Å:
1 C 1.063 -1.264 0.198  C2 1.401, N3 1.178
2 C 0.171 -0.311 -0.311  C1 1.401, N4 1.336, S7 2.132
3 N 1.471 -2.144 0.867  C1 1.178
4 N -1.137 -0.570 -0.227  C2 1.336, H9 1.095, H10 1.024
5 O 0.825 2.380 -0.685  S7 1.491
6 O -0.775 1.675 1.123  S7 1.528
7 S 0.642 1.577 0.558  C2 2.132, O5 1.491, O6 1.528
8 H 0.637 -0.169 -2.023  no bonds
9 H -1.499 0.302 0.325  N4 1.095
10 H -1.399 -1.476 0.175  N4 1.024

(Q)
ORCA calculation (wB97M-V/def2-TZVPD) on an isolated ion of composition C2H3N2O2S and charge -1.

SMILES = O=NN/C=C(/O)[S-]
charge = -1
gap between HOMO and LUMO (spin up / spin down) = 5.564 / 5.569 eV
HOMO (spin up / spin down) = -1.97 / -1.98 eV
2S+1 = 1

Bonds (Å) are listed after each position.
Atoms and positions in Å:
1 C -0.286 -0.236 -0.420  C2 1.682, N3 1.339, H8 1.008
2 C 0.313 -1.008 0.948  C1 1.682, O6 1.355, S7 1.649
3 N -0.008 -0.467 -1.710  C1 1.339, N4 1.271, H9 1.064
4 N 0.825 -1.356 -2.071  N3 1.271, O5 1.291
5 O 1.032 -1.319 -3.345  N4 1.291
6 O -0.074 -0.243 1.997  C2 1.355, H10 0.980
7 S 0.902 -2.547 0.886  C2 1.649
8 H -0.728 0.642 -0.195  C1 1.008
9 H -0.485 0.291 -2.283  N3 1.064
10 H 0.082 -0.658 2.870  O6 0.980

Which structure is most stable? (P), by 1.505 eV over the runner-up.